A cluster of 5 separate species, C33H38ClF32NO5Si in total. Source: OMol25; level of theory: the ωB97M-V functional and the def2-TZVPD basis.

Element x y z (Å)
1 C 0.268 -3.251 -2.746
2 C 4.692 -9.321 -1.481
3 N -3.287 0.307 1.202
4 C -3.959 -1.078 3.309
5 F 3.556 -7.284 -1.826
6 F 0.216 7.113 0.891
7 H -6.203 1.739 9.081
8 H 1.309 0.370 1.653
9 C -2.050 5.279 -8.514
10 F 4.851 -3.902 -1.070
11 C 4.263 -7.970 -0.897
12 C -1.153 0.446 -0.071
13 F -1.877 4.915 -3.992
14 H -2.869 -1.383 3.436
15 F 5.339 -10.076 -0.568
16 F 0.443 4.811 -6.662
17 O 0.638 1.089 1.679
18 H 6.558 -7.368 2.552
19 H -4.609 -0.377 9.358
20 H -6.970 -0.160 5.607
21 H 0.197 7.530 3.661
22 F -0.959 -3.118 -3.332
23 H -2.441 3.337 -9.416
24 C -0.020 4.983 -5.410
25 H -6.997 0.116 9.536
26 C -1.525 4.730 -5.298
27 H -2.016 6.661 -6.244
28 H 4.225 -5.240 -2.409
29 F 4.653 -3.029 -3.739
30 H -3.343 5.793 -5.555
31 H 1.130 6.092 3.886
32 H -4.086 -1.786 7.344
33 F 2.805 -4.624 -1.171
34 C -1.588 3.930 -9.075
35 F 5.306 -7.183 -0.572
36 C -5.131 -1.302 7.404
37 H -5.249 0.185 2.012
38 C -2.029 -0.456 0.951
39 H -6.105 -2.271 5.044
40 F 4.893 6.578 0.928
41 C 3.565 -3.241 -2.963
42 H -4.591 -2.033 3.468
43 H -2.621 0.035 -1.847
44 H -4.826 0.901 4.129
45 H -7.141 0.819 7.803
46 C 3.736 7.250 1.144
47 C -4.343 -0.520 1.856
48 F 4.434 -9.860 2.002
49 H -3.668 0.579 0.276
50 H 3.826 -9.886 -1.835
51 H 1.515 -1.781 -3.817
52 C 1.316 -2.856 -3.808
53 H 4.328 -6.625 1.393
54 F 2.847 6.794 0.236
55 F 4.132 7.576 3.444
56 H -3.418 0.133 5.140
57 Si -5.718 -0.954 5.608
58 H 0.217 4.146 2.385
59 H -5.809 -2.064 7.942
60 Cl -3.772 1.217 7.739
61 F 1.429 -2.481 -0.796
62 C -4.368 -0.074 4.516
63 F 4.416 -8.410 3.619
64 O -2.901 5.140 -7.394
65 F 3.146 5.735 2.911
66 C -0.917 1.462 -2.590
67 H 3.908 8.311 0.945
68 C 0.137 1.199 0.342
69 C 0.088 6.278 1.951
70 C 3.242 7.035 2.579
71 C -1.657 0.586 -1.539
72 C 0.883 6.854 3.143
73 O 2.013 7.683 2.834
74 C 6.277 -8.366 2.206
75 C -5.039 -0.008 8.350
76 C 0.374 2.225 -2.140
77 C 0.262 -2.410 -1.469
78 C 3.884 -4.322 -1.925
79 F -0.695 -2.855 -0.613
80 F -0.339 4.450 0.504
81 F 6.937 -9.271 2.973
82 O 3.407 -8.104 0.217
83 H -1.432 -0.469 1.939
84 H 1.824 2.645 -0.361
85 F 5.547 -9.145 -2.519
86 F -2.776 5.929 -9.453
87 F -0.741 4.107 -10.118
88 H 0.851 -3.057 -4.777
89 C 4.766 -8.583 2.310
90 C 0.418 4.837 1.561
91 F 6.739 -8.530 0.951
92 F 0.664 4.106 -4.629
93 H 0.238 5.994 -5.080
94 F -1.232 6.317 2.301
95 H -2.176 -1.525 0.579
96 C -6.444 0.677 8.693
97 C -2.430 5.655 -6.141
98 F -1.026 6.097 -8.206
99 H 0.050 -1.359 -1.688
100 C 3.888 -7.622 1.480
101 H 0.952 2.913 -2.856
102 F -1.825 3.439 -5.585
103 H -4.735 -1.356 1.155
104 F -0.921 3.207 -8.150
105 F 3.269 -2.051 -2.407
106 F 0.404 -4.570 -2.462
107 O 2.529 -3.622 -3.844
108 H -1.344 1.563 -3.652
109 F 1.703 4.686 1.179
110 H 2.977 -7.470 2.066
111 C 0.892 2.077 -0.689

For the frontier orbital gap, the calculation gives 9.2 eV. The calculation puts the LUMO energy at 0.4438 eV. Its HOMO energy is -8.7 eV. As for the charge: 0. As for the spin multiplicity: 1.

---

A cluster of 2 separate species, C3H11NS in total. Source: OMol25; level of theory: the ωB97M-V functional and the def2-TZVPD basis.

Element x y z (Å)
1 H -2.221 0.387 -1.700
2 H -1.246 -0.070 0.305
3 N 2.234 -1.249 0.788
4 C -3.077 0.239 -1.027
5 H 2.396 -2.108 0.268
6 H 2.268 -0.172 -0.970
7 H -3.666 -0.597 -1.403
8 C 1.548 -0.324 -0.146
9 H 0.978 1.822 -0.014
10 H 0.964 1.031 1.625
11 H 1.573 -1.511 1.514
12 H -3.634 1.176 -0.891
13 H 2.387 1.361 0.960
14 H 0.588 -0.667 -0.540
15 C 1.423 1.009 0.589
16 S -2.515 -0.327 0.642

For the frontier orbital gap (alpha / beta), the calculation gives 2.6 / 8.5 eV. The expectation value of S² is 0.751. The calculation puts the LUMO energy (alpha / beta) at 3.6681 / 3.6974 eV. Its HOMO energy (alpha / beta) is 1.1 / -4.8 eV. As for the charge: -1. As for the spin multiplicity: 2.

---

The molecule C3H5N3. Source: OMol25; level of theory: the ωB97M-V functional and the def2-TZVPD basis.

Element x y z (Å)
1 H -1.909 0.060 -0.227
2 C 1.058 1.472 0.203
3 H 0.351 -1.129 1.195
4 N 1.217 -0.537 -0.595
5 N 0.120 0.924 0.859
6 C 0.110 -0.438 0.376
7 H -1.713 -1.642 0.219
8 N 1.760 0.580 -0.697
9 H 1.351 2.514 0.260
10 H -1.081 -1.064 -1.327
11 C -1.236 -0.798 -0.280

For the frontier orbital gap, the calculation gives 10.1 eV. The calculation puts the LUMO energy at -0.0915 eV. Its HOMO energy is -10.2 eV. As for the charge: 0. As for the spin multiplicity: 1.

---

A structure of composition C34H57MgN3O2Si. Source: OMol25; level of theory: the ωB97M-V functional and the def2-TZVPD basis.

Element x y z (Å)
1 H 0.645 -4.706 -1.744
2 H -5.047 1.200 -1.571
3 C 0.340 -1.710 3.852
4 H -0.005 -2.227 4.750
5 H 1.021 2.327 -0.988
6 H -0.802 3.556 4.097
7 C 1.914 2.476 -1.617
8 H 4.071 -2.959 -2.682
9 H -3.567 2.541 -0.570
10 H 2.002 0.066 -5.605
11 H 1.764 -3.277 -1.637
12 C -3.693 2.374 0.487
13 H 1.410 -1.900 3.760
14 C -4.044 -0.823 2.770
15 C 3.983 0.528 0.276
16 H -5.734 0.218 -2.883
17 H -1.531 -0.478 5.389
18 H 1.044 -3.945 -0.167
19 C -3.542 -1.150 1.353
20 C -0.986 0.216 4.765
21 H 0.052 -0.142 -0.836
22 C 2.256 0.079 -4.545
23 H -4.429 -1.789 3.168
24 H -2.383 -4.176 -1.705
25 Si -0.593 -2.543 -1.416
26 N 2.842 -3.680 1.670
27 C -0.006 -0.263 3.911
28 H -4.263 -1.802 0.841
29 H -3.477 -0.775 -3.338
30 H -2.366 0.959 -3.815
31 H -4.750 2.237 0.677
32 C 0.673 0.671 3.099
33 H 0.219 -1.480 -3.531
34 H 5.507 0.186 -1.188
35 H -0.406 -3.085 -3.783
36 H -0.646 -0.956 0.566
37 C 0.013 -1.151 -0.303
38 H -0.974 3.062 -3.156
39 H -3.998 -1.121 -1.639
40 H -2.927 1.193 2.096
41 C 2.834 0.141 -1.845
42 H -1.214 2.572 -1.460
43 N 1.729 0.221 2.280
44 C -1.727 1.092 -2.947
45 H -2.045 1.943 5.532
46 C -2.158 -3.406 -0.955
47 H -4.839 -0.056 2.804
48 H 3.206 1.748 4.335
49 C 2.911 -1.010 -3.957
50 H -2.594 -1.674 1.416
51 H -1.821 1.260 0.782
52 H 4.850 1.835 -1.225
53 O -3.273 -0.052 0.441
54 H 1.719 3.306 -2.297
55 H -3.355 3.254 1.014
56 H 5.028 -1.820 -1.757
57 C 3.226 -1.005 -2.602
58 H 1.476 2.103 -4.247
59 C 2.242 1.274 -2.444
60 H -2.606 2.971 -2.487
61 H 2.701 0.063 4.714
62 C 0.400 2.055 3.165
63 C 2.402 -2.683 1.215
64 C -1.280 1.575 4.850
65 C 4.067 0.478 1.686
66 H 3.558 -2.490 -1.036
67 H -3.037 -2.776 -0.872
68 C 1.213 3.014 2.341
69 C -4.832 0.701 -2.520
70 H -4.513 1.476 -3.222
71 H 4.411 0.418 4.199
72 H 1.432 2.571 1.355
73 H 2.183 3.264 2.823
74 H 0.683 3.963 2.196
75 H -2.081 -3.917 0.005
76 C 5.150 1.016 -0.548
77 H -3.206 -0.519 3.424
78 C 3.350 0.683 4.063
79 C -2.884 1.234 1.013
80 H -0.781 0.559 -3.057
81 C 0.832 -3.734 -1.236
82 H 2.745 2.790 -0.969
83 N 2.942 0.105 -0.432
84 C -0.584 2.490 4.053
85 H -2.595 0.122 -0.846
86 H 5.051 0.610 2.107
87 Mg 1.655 -0.890 0.587
88 C 1.950 1.225 -3.811
89 C -0.589 -2.155 -3.233
90 O -2.585 0.292 -1.867
91 C -3.805 -0.360 -2.395
92 C 3.999 -2.130 -1.972
93 H 5.951 1.360 0.115
94 C 3.008 0.447 2.610
95 H -1.515 -1.734 -3.638
96 C -1.618 2.489 -2.480
97 H 3.170 -1.881 -4.553
98 H -0.126 -2.179 2.980

For the frontier orbital gap, the calculation gives 7.2 eV. The calculation puts the LUMO energy at 0.0538 eV. Its HOMO energy is -7.2 eV. As for the charge: 0. As for the spin multiplicity: 1.

---

A cluster of 2 separate species, C5H11NO in total. Source: OMol25; level of theory: the ωB97M-V functional and the def2-TZVPD basis.

Element x y z (Å)
1 H 2.910 2.401 0.656
2 H -0.099 -2.480 -1.166
3 N -1.999 0.404 -0.805
4 C 1.503 0.860 0.555
5 H 0.078 -3.028 -2.533
6 H -0.301 -0.429 2.344
7 C 1.901 2.119 0.403
8 C -0.275 -0.761 1.302
9 H -0.573 1.844 -0.991
10 C 0.104 0.392 0.419
11 H -1.223 -1.283 1.147
12 H -2.456 -0.211 -0.155
13 H -2.573 1.107 -1.238
14 O -0.206 -3.308 -1.652
15 C -0.770 0.936 -0.430
16 H 2.188 0.107 0.932
17 H 1.308 2.875 -0.097
18 H 0.485 -1.545 1.310

For the frontier orbital gap, the calculation gives 8.5 eV. The calculation puts the LUMO energy at 0.8326 eV. Its HOMO energy is -7.7 eV. As for the charge: 0. As for the spin multiplicity: 1.

---

A cluster of 2 separate species, C11H15N in total. Source: OMol25; level of theory: the ωB97M-V functional and the def2-TZVPD basis.

Element x y z (Å)
1 C 1.177 -1.380 0.680
2 C 0.400 -0.283 1.039
3 H 1.624 -3.374 1.196
4 H -2.233 1.124 2.356
5 H 1.972 -1.240 -0.033
6 C -1.081 -1.591 2.411
7 H -0.553 1.113 -4.328
8 C -0.611 1.744 1.266
9 C -0.315 0.252 -3.724
10 H -0.845 2.786 1.102
11 H 1.593 2.832 0.740
12 H -0.783 -0.645 -4.120
13 H -2.072 -1.759 2.821
14 H -0.087 1.174 -1.733
15 C 1.662 1.878 0.225
16 H -0.956 -0.397 -1.696
17 C -0.231 -2.685 2.129
18 C 0.894 -2.592 1.346
19 H -0.480 -3.584 2.684
20 C 0.468 1.063 0.625
21 H 2.605 1.346 0.313
22 H 0.770 0.146 -3.783
23 H 1.605 2.035 -0.862
24 C -0.756 0.511 -2.270
25 N -1.298 0.877 2.035
26 H -1.710 1.048 -2.258
27 C -0.760 -0.399 1.841

For the frontier orbital gap (alpha / beta), the calculation gives 9.1 / 6.7 eV. The expectation value of S² is 0.771. The calculation puts the LUMO energy (alpha / beta) at -3.8530 / -6.8209 eV. Its HOMO energy (alpha / beta) is -12.9 / -13.5 eV. As for the charge: +1. As for the spin multiplicity: 2.

---

no.,electronic energy (hartree),F_max (eV Å⁻¹)
1,-5656.41443,3.9
2,-573.76331,1.7
3,-281.52957,0.4
4,-2134.01350,4.7
5,-327.05825,1.2
6,-482.61267,2.3